A structure of composition C41H35BrN4O3PSTa in a non-equilibrium geometry, computed with the ωB97M-V functional and the def2-TZVPD basis.

Structure (XYZ):
```
87
C41H35BrN4O3PSTa | OMol25 | the ωB97M-V functional and the def2-TZVPD basis
Ta -0.626 0.127 -0.142
Br 1.699 -2.573 6.541
C 1.160 -1.636 5.015
C 2.069 -0.822 4.347
C 1.687 -0.114 3.215
C 0.396 -0.259 2.757
O -0.032 0.391 1.628
C -0.514 -1.085 3.388
C -1.846 -1.263 2.849
N -2.191 -1.063 1.629
C -3.570 -1.292 1.349
C -4.385 -2.150 2.035
C -5.756 -2.256 1.716
C -6.278 -1.523 0.694
C -5.436 -0.691 -0.083
C -5.911 -0.002 -1.217
C -5.023 0.695 -1.977
C -3.672 0.709 -1.598
N -3.171 0.132 -0.516
C -4.069 -0.581 0.244
C -0.137 -1.757 4.552
H 3.082 -0.733 4.717
H 2.380 0.530 2.699
H -2.594 -1.580 3.574
H -3.990 -2.775 2.825
H -6.380 -2.927 2.289
H -7.328 -1.588 0.441
H -6.960 -0.062 -1.482
H -5.323 1.218 -2.874
H -2.987 1.211 -2.256
H -0.850 -2.389 5.067
N -1.585 2.601 -0.290
N -1.238 3.017 -1.593
C -0.903 2.064 -2.539
O -0.642 2.266 -3.678
O -0.890 0.850 -1.921
H -2.596 2.585 -0.200
H -1.189 3.268 0.367
H -1.508 3.933 -1.922
C 2.917 2.265 -4.915
C 2.323 1.044 -4.616
C 1.935 0.770 -3.319
C 2.144 1.714 -2.312
C 2.743 2.935 -2.612
C 3.127 3.206 -3.919
P 1.727 1.233 -0.643
C 2.098 2.626 0.457
C 3.082 2.563 1.439
C 3.297 3.639 2.293
C 2.538 4.791 2.168
C 1.578 4.879 1.167
C 1.360 3.805 0.320
C 2.836 -0.112 -0.248
C 4.202 0.007 -0.278
C 5.012 -1.091 0.072
C 4.430 -2.271 0.445
C 3.022 -2.424 0.451
C 2.411 -3.640 0.853
C 1.057 -3.754 0.863
C 0.247 -2.676 0.421
C 0.777 -1.477 0.001
C 2.207 -1.336 0.066
H 3.217 2.481 -5.932
H 2.157 0.313 -5.396
H 1.464 -0.180 -3.090
H 2.918 3.671 -1.838
H 3.595 4.151 -4.157
H 3.705 1.684 1.537
H 4.067 3.579 3.051
H 2.706 5.627 2.834
H 1.016 5.795 1.038
H 0.655 3.907 -0.497
H 4.667 0.942 -0.570
H 6.088 -0.992 0.050
H 5.045 -3.115 0.733
H 3.038 -4.471 1.156
H 0.587 -4.675 1.185
H -0.825 -2.825 0.431
C -0.330 -2.914 -2.582
S -1.606 -1.803 -1.989
C -2.789 -3.049 -1.466
H -0.011 -3.614 -1.816
H 0.525 -2.319 -2.899
H -0.734 -3.446 -3.442
H -2.999 -3.675 -2.332
H -3.711 -2.571 -1.154
H -2.407 -3.672 -0.657
```

The spin multiplicity is 1. As for the highest occupied orbital energy: -13.31 eV. The orbital gap comes out at 7.09 eV. For the energy, the calculation gives -146896.1470 eV. The LUMO energy comes out at -6.21 eV. Its charge is +2. As for the energy relative to the best compared isomer or geometry (same formula, charge and spin): 16.9 kcal/mol.